[1]
{"formula": "H32O16", "method": "wB97M-V/def2-TZVPD", "symbols": ["O", "H", "H", "O", "H", "H", "O", "H", "H", "O", "H", "H", "O", "H", "H", "O", "H", "H", "O", "H", "H", "O", "H", "H", "O", "H", "H", "O", "H", "H", "O", "H", "H", "O", "H", "H", "O", "H", "H", "O", "H", "H", "O", "H", "H", "O", "H", "H"], "xyz": [[1.710, -1.375, -2.271], [2.082, -2.286, -2.313], [1.811, -1.046, -3.177], [3.497, -0.681, -0.549], [2.779, -0.971, -1.155], [3.286, 0.116, -0.011], [2.247, 2.059, -0.296], [2.273, 1.952, -1.244], [1.512, 1.473, -0.067], [-0.478, 0.252, 2.924], [-0.903, -0.589, 2.866], [-0.193, 0.356, 2.061], [0.030, -3.895, -0.638], [-0.139, -4.723, -0.240], [0.437, -3.400, 0.077], [-1.082, 1.197, -2.463], [-1.807, 1.511, -3.027], [-1.194, 0.266, -2.284], [1.271, -2.093, 1.141], [1.068, -2.333, 2.012], [2.064, -2.668, 0.956], [0.164, 0.342, 0.090], [-0.757, 0.583, -0.076], [0.193, -0.623, 0.182], [-3.523, -0.638, -1.572], [-3.553, -0.175, -2.444], [-2.692, -1.100, -1.521], [1.031, 3.019, 1.940], [1.411, 2.866, 1.075], [1.768, 2.803, 2.566], [-2.308, 1.327, 0.218], [-2.804, 0.835, -0.474], [-2.641, 2.196, 0.139], [-0.905, -1.600, -1.860], [-0.902, -2.144, -1.065], [-0.028, -1.571, -2.304], [-1.953, -1.903, 1.554], [-2.788, -1.798, 2.009], [-1.948, -2.843, 1.381], [-2.074, 2.910, 2.583], [-2.276, 2.359, 3.333], [-2.094, 2.334, 1.826], [-0.518, 3.956, -1.850], [-0.342, 3.007, -1.717], [-0.137, 4.149, -2.688], [3.056, -0.257, 2.429], [2.470, -0.844, 1.973], [3.888, -0.302, 1.955]], "nbo_charge": [-0.93, 0.50, 0.50, -1.03, 0.48, 0.50, -0.98, 0.47, 0.51, -0.94, 0.45, 0.48, -0.97, 0.47, 0.48, -0.98, 0.47, 0.49, -0.95, 0.49, 0.50, -1.00, 0.51, 0.48, -0.96, 0.47, 0.50, -0.95, 0.48, 0.46, -0.98, 0.50, 0.49, -1.02, 0.50, 0.51, -0.95, 0.49, 0.47, -0.94, 0.47, 0.47, -0.95, 0.49, 0.46, -0.94, 0.47, 0.47], "multiplicity": 1, "homo_lumo_gap_ev": 8.79}

=====

[2]
{"formula": "H32O16", "method": "wB97M-V/def2-TZVPD", "symbols": ["O", "H", "H", "O", "H", "H", "O", "H", "H", "O", "H", "H", "O", "H", "H", "O", "H", "H", "O", "H", "H", "O", "H", "H", "O", "H", "H", "O", "H", "H", "O", "H", "H", "O", "H", "H", "O", "H", "H", "O", "H", "H", "O", "H", "H", "O", "H", "H"], "xyz": [[-2.606, 1.362, -0.424], [-3.428, 1.430, -0.917], [-2.299, 2.252, -0.228], [-1.693, 1.423, 2.664], [-2.184, 0.698, 3.053], [-1.653, 1.343, 1.706], [-3.185, -3.249, 0.934], [-2.682, -3.683, 0.231], [-2.698, -2.453, 1.186], [-0.701, -1.416, -1.945], [-1.291, -1.171, -1.235], [0.134, -0.946, -1.994], [0.116, 4.463, -4.376], [-0.694, 4.260, -3.905], [0.468, 3.692, -4.820], [2.601, -0.515, 1.228], [2.807, -0.910, 2.105], [1.701, -0.201, 1.354], [1.674, 3.596, -1.597], [1.640, 2.709, -1.955], [2.628, 3.654, -1.462], [-4.923, -0.134, -0.059], [-4.000, -0.161, -0.348], [-5.261, -0.936, -0.504], [0.847, 1.942, 5.368], [0.419, 1.463, 6.080], [0.325, 2.680, 5.039], [3.639, 1.894, -1.119], [3.275, 1.608, -0.274], [3.044, 1.552, -1.799], [1.929, -4.728, 1.796], [1.711, -4.802, 2.728], [2.890, -4.717, 1.785], [-1.948, -1.435, -4.447], [-1.347, -1.849, -3.798], [-2.793, -1.766, -4.131], [1.907, 2.626, 2.572], [2.167, 3.079, 3.401], [0.949, 2.782, 2.582], [-3.018, -3.111, -2.544], [-3.952, -3.348, -2.589], [-2.508, -3.934, -2.435], [2.554, -0.309, -2.941], [2.604, -1.058, -2.351], [2.509, -0.204, -3.889], [3.238, -1.228, 3.798], [3.948, -1.795, 4.123], [3.139, -0.452, 4.355]], "nbo_charge": [-0.98, 0.49, 0.49, -0.96, 0.48, 0.48, -0.94, 0.47, 0.47, -0.98, 0.49, 0.49, -0.94, 0.47, 0.47, -0.98, 0.50, 0.46, -0.94, 0.44, 0.49, -0.94, 0.46, 0.47, -0.96, 0.48, 0.48, -0.96, 0.49, 0.47, -0.93, 0.47, 0.47, -0.96, 0.48, 0.47, -0.93, 0.47, 0.47, -0.96, 0.48, 0.48, -1.03, 0.52, 0.52, -0.96, 0.49, 0.50], "multiplicity": 1, "homo_lumo_gap_ev": 10.07}

=====

[3]
{"formula": "H32O16", "method": "wB97M-V/def2-TZVPD", "symbols": ["O", "H", "H", "O", "H", "H", "O", "H", "H", "O", "H", "H", "O", "H", "H", "O", "H", "H", "O", "H", "H", "O", "H", "H", "O", "H", "H", "O", "H", "H", "O", "H", "H", "O", "H", "H", "O", "H", "H", "O", "H", "H", "O", "H", "H", "O", "H", "H"], "xyz": [[0.186, -1.208, 0.681], [-0.360, -0.468, 0.407], [0.841, -0.861, 1.340], [-0.343, -0.405, 3.873], [-1.146, 0.038, 3.616], [-0.523, -0.673, 4.780], [-0.787, 3.906, -1.238], [-0.497, 4.822, -1.193], [-1.588, 3.869, -1.742], [-3.867, 2.168, -1.952], [-3.654, 1.278, -2.235], [-4.201, 2.638, -2.720], [-3.673, -2.494, 3.349], [-3.982, -2.513, 4.255], [-3.722, -3.396, 3.034], [-0.213, -1.739, -5.613], [-0.497, -2.518, -5.139], [-1.036, -1.318, -5.867], [2.068, -0.681, 2.428], [1.723, -1.008, 3.273], [2.891, -1.062, 2.176], [1.891, -3.633, 1.522], [1.673, -2.838, 2.025], [1.455, -3.442, 0.684], [-2.811, 4.727, 1.056], [-2.672, 3.860, 1.461], [-2.317, 4.562, 0.240], [0.948, 2.711, 1.047], [-0.009, 2.776, 1.086], [1.163, 2.498, 0.132], [-2.625, -2.343, 1.003], [-2.051, -1.858, 0.400], [-1.955, -2.679, 1.607], [5.376, 0.591, -2.113], [4.502, 0.963, -1.965], [5.378, 0.228, -3.000], [-1.387, 0.157, -3.542], [-1.072, 0.709, -2.826], [-0.623, 0.017, -4.120], [2.165, -2.716, 4.300], [2.377, -3.442, 3.712], [1.469, -2.927, 4.924], [1.645, 0.683, -3.948], [2.196, -0.099, -4.028], [1.950, 1.194, -3.191], [1.983, 0.874, -1.000], [2.434, 0.832, -0.149], [1.294, 0.218, -0.831]], "nbo_charge": [-1.01, 0.46, 0.51, -0.95, 0.48, 0.47, -0.96, 0.48, 0.48, -0.95, 0.48, 0.47, -0.93, 0.46, 0.47, -0.94, 0.47, 0.47, -0.97, 0.53, 0.49, -0.97, 0.47, 0.49, -0.93, 0.46, 0.47, -0.96, 0.47, 0.48, -0.94, 0.46, 0.47, -0.94, 0.47, 0.47, -0.98, 0.47, 0.50, -0.97, 0.50, 0.49, -0.96, 0.48, 0.49, -0.98, 0.49, 0.49], "multiplicity": 1, "homo_lumo_gap_ev": 10.88}

=====

[4]
{"formula": "H33O16", "method": "wB97M-V/def2-TZVPD", "symbols": ["O", "H", "H", "O", "H", "H", "O", "H", "H", "O", "H", "H", "O", "H", "H", "O", "H", "H", "O", "H", "H", "O", "H", "H", "O", "H", "O", "H", "H", "O", "H", "H", "O", "H", "H", "O", "H", "H", "O", "H", "H", "O", "H", "H", "O", "H", "H", "H", "H"], "xyz": [[2.530, 0.968, -0.073], [1.899, 0.234, 0.064], [-2.453, -3.639, -1.163], [0.937, 2.635, -1.214], [-1.673, 3.302, 0.347], [1.725, -4.217, 1.035], [-1.561, 0.973, 3.775], [-1.521, 1.235, 2.861], [-2.100, -1.108, -3.474], [-0.717, 3.386, 0.401], [0.311, 3.098, -0.454], [-0.074, 0.373, 2.770], [4.186, 1.822, 2.256], [1.522, 2.114, -0.543], [4.778, 1.612, 1.515], [2.791, -4.497, -1.503], [2.958, -3.675, -1.976], [-1.446, -2.403, -3.217], [-3.416, 2.202, -2.373], [-2.588, 0.744, -1.307], [-2.506, 2.475, -2.220], [-1.629, 0.715, -1.245], [-1.001, -3.803, -0.715], [-0.744, 3.973, 1.182], [-1.624, -1.567, -2.767], [2.767, 0.995, 0.858], [0.787, -4.012, 1.006], [1.942, -2.468, -0.658], [0.521, -3.753, 1.893], [1.699, -1.590, -0.953], [0.756, -1.539, -1.119], [1.968, 1.539, -3.478], [-1.974, 3.975, 3.249], [-1.415, -3.547, 3.001], [1.584, 1.055, -4.717], [0.385, 0.003, 1.997], [0.336, -0.952, 2.052], [-2.026, 4.102, 4.199], [1.248, 1.728, -4.101], [-2.894, 4.048, 2.973], [2.286, -5.052, -2.102], [-1.904, -3.774, -0.389], [4.374, 2.769, 2.204], [-0.818, 0.528, 4.178], [-1.529, -2.810, 2.401], [-1.262, 0.113, -1.902], [0.375, 1.859, -1.421], [-3.860, 2.980, -2.726], [-1.932, -3.152, 1.592]], "nbo_charge": [-0.96, 0.52, 0.48, -0.81, 0.52, 0.48, -0.94, 0.49, 0.49, -0.93, 0.53, 0.46, -0.93, 0.53, 0.47, -0.95, 0.47, 0.48, -0.96, 0.51, 0.48, -1.01, 0.48, 0.53, -0.96, 0.51, -0.97, 0.50, 0.48, -0.98, 0.48, 0.46, -0.97, 0.47, 0.47, -0.98, 0.49, 0.50, -0.93, 0.47, 0.48, -0.95, 0.47, 0.48, -0.98, 0.50, 0.53, 0.49, 0.51], "multiplicity": 1, "homo_lumo_gap_ev": 10.95, "charge": 1}

=====

[5]
{"formula": "H33O16", "method": "wB97M-V/def2-TZVPD", "symbols": ["O", "H", "H", "O", "H", "H", "O", "H", "H", "O", "H", "H", "O", "H", "H", "O", "H", "H", "O", "H", "H", "O", "H", "H", "O", "H", "O", "H", "H", "O", "H", "H", "O", "H", "H", "O", "H", "H", "O", "H", "H", "O", "H", "H", "O", "H", "H", "H", "H"], "xyz": [[1.960, 3.727, -2.043], [2.586, 4.180, -2.632], [1.071, 3.725, -2.361], [-4.572, -1.761, -0.335], [1.672, 0.299, 4.073], [5.571, 2.211, 0.709], [2.223, 0.613, 3.339], [-1.333, 1.026, -1.106], [3.924, -1.213, -1.874], [1.974, 1.553, -0.346], [2.683, 1.107, -0.525], [2.183, -2.708, 0.682], [-2.423, 1.550, -2.363], [-3.769, -2.315, -0.153], [-3.291, 1.208, -2.224], [-3.140, -3.799, 1.685], [-2.402, -4.230, 2.272], [4.549, -1.590, -0.436], [-0.848, -0.548, 1.656], [-1.179, 1.489, 3.832], [0.021, -0.464, 2.267], [-3.903, -2.426, -3.437], [0.041, 0.419, -1.208], [-4.690, -2.463, -2.841], [4.453, -0.922, -1.108], [2.034, 2.439, -0.676], [4.531, 2.155, 0.519], [1.775, 3.933, 0.646], [4.348, 2.295, -0.415], [0.969, 4.352, 1.011], [1.217, 5.207, 1.355], [-2.168, -0.904, -4.613], [-0.808, -3.574, 2.124], [2.874, 0.892, 3.914], [-0.916, -0.486, -5.166], [1.556, -2.566, 1.274], [2.040, -1.770, 1.718], [-1.006, -3.658, 1.168], [-1.365, -0.546, -4.389], [0.099, -3.429, 2.397], [-3.855, -4.422, 2.025], [-0.635, 0.598, -0.529], [-2.131, 1.338, -3.360], [-0.626, -0.065, 0.564], [-0.936, 1.511, 2.895], [-3.413, -3.193, -3.154], [-4.836, -1.336, 0.651], [-1.451, 0.280, 1.992], [-0.658, 2.278, 2.524]], "nbo_charge": [-0.98, 0.51, 0.49, -0.76, 0.45, 0.50, -0.93, 0.55, 0.48, -0.97, 0.46, 0.47, -0.98, 0.48, 0.49, -0.62, 0.53, 0.48, -0.91, 0.52, 0.55, -0.88, 0.53, 0.48, -0.95, 0.49, -0.97, 0.48, 0.47, -0.96, 0.48, 0.48, -0.80, 0.48, 0.47, -0.96, 0.50, 0.51, -0.95, 0.54, 0.51, -0.93, 0.53, 0.54, -0.97, 0.47, 0.51, 0.55, 0.52], "multiplicity": 2, "homo_lumo_gap_ev": [9.35, 1.81], "charge": 2}

=====

It is found that the relative energy (zero: lowest compared OMol25 entry of this formula, charge and spin) values, taken in the order of the records, are 515.75; 661.68; 522.79; 312.06; 305.02 kJ/mol.